P | The following is a quantum chemistry calculation of the molecule C4H10N2O, from the OMol25 dataset.

Last column: Mulliken charge in e.
Geometry (Å):
C 0.665 1.927 -1.426  -0.798
N 1.133 1.300 -0.193  -0.226
C 1.094 -0.137 -0.165  -0.736
C 0.094 -0.732 0.852  0.472
N -1.209 -0.829 0.468  -0.153
C -1.821 -0.761 -0.851  -0.737
O 0.457 -1.048 1.969  -0.628
H 1.027 2.945 -1.586  0.294
H -0.417 2.006 -1.476  0.231
H 1.040 1.328 -2.254  0.332
H 0.802 1.778 0.637  0.238
H 0.948 -0.561 -1.157  0.419
H 2.085 -0.530 0.105  0.241
H -1.842 -0.991 1.242  0.257
H -2.892 -0.693 -0.697  0.322
H -1.453 0.040 -1.489  0.190
H -1.617 -1.699 -1.379  0.282

Summary:
structure (SMILES): CNCC(=O)NC
total charge: 0
E_LUMO: 0.83 eV
gap between HOMO and LUMO: 9.45 eV
2S+1: 1
HOMO: -8.6 eV

Q | The following is a quantum chemistry calculation of the molecule C4H10N2O, from the OMol25 dataset.

Last column: Mulliken charge in e.
Geometry (Å):
C -0.215 -1.022 1.990  -0.733
N -1.167 -0.277 1.190  -0.225
C -0.797 0.750 0.301  0.367
O -1.399 1.807 0.238  -0.605
N 0.309 0.480 -0.490  0.105
C 0.730 1.556 -1.372  -0.878
C 0.470 -0.844 -1.071  -1.013
H 0.504 -1.637 1.430  0.267
H 0.363 -0.348 2.631  0.238
H -0.775 -1.694 2.644  0.321
H -2.071 -0.699 1.010  0.235
H 1.754 1.367 -1.709  0.292
H 0.689 2.509 -0.846  0.305
H 0.078 1.625 -2.254  0.329
H -0.017 -1.599 -0.455  0.370
H 0.013 -0.882 -2.070  0.326
H 1.532 -1.092 -1.168  0.299

Summary:
structure (SMILES): CNC(=O)N(C)C
total charge: 0
E_LUMO: 0.86 eV
gap between HOMO and LUMO: 10.11 eV
2S+1: 1
HOMO: -9.3 eV

R | The following is a quantum chemistry calculation of the molecule C4H10N2O, from the OMol25 dataset.

Last column: Mulliken charge in e.
Geometry (Å):
O -0.192 -2.607 -0.772  -0.469
C -0.875 -1.785 -0.239  -0.207
C -0.366 -0.457 0.288  0.487
C 0.294 0.368 -0.836  -0.629
C 0.692 1.807 -0.356  -0.737
N 1.649 1.856 0.768  -0.532
N -1.399 0.326 0.935  -0.600
H -1.979 -1.933 -0.102  0.349
H 0.354 -0.662 1.104  0.175
H 1.224 0.031 -1.261  0.309
H -0.425 0.467 -1.656  0.339
H 1.212 2.313 -1.173  0.375
H -0.185 2.384 -0.056  0.297
H 2.551 2.048 0.355  0.267
H 1.728 0.993 1.283  0.214
H -1.670 0.039 1.858  0.211
H -1.346 1.328 0.901  0.151

Summary:
structure (SMILES): NCC[C@@H](N)C=O
total charge: 0
E_LUMO: 0.96 eV
gap between HOMO and LUMO: 10.29 eV
2S+1: 1
HOMO: -9.3 eV

S | The following is a quantum chemistry calculation of the molecule C4H10N2O, from the OMol25 dataset.

Last column: Mulliken charge in e.
Geometry (Å):
C -0.650 0.376 0.152  -1.101
N -0.940 -0.157 1.490  -0.179
C -0.426 0.614 2.524  -0.003
O 0.168 1.656 2.298  -0.524
C 0.592 -0.249 -0.590  0.753
C 0.006 -1.099 -1.780  -1.265
N 1.440 0.855 -0.874  -0.520
H -0.708 1.464 0.126  0.471
H -1.586 0.162 -0.415  0.367
H -1.250 -1.086 1.707  0.210
H -0.307 0.086 3.486  0.333
H 0.941 -0.952 0.183  0.150
H 0.218 -0.760 -2.815  0.352
H 0.305 -2.142 -1.694  0.325
H -1.083 -1.348 -1.737  0.293
H 1.437 1.656 -0.273  0.181
H 1.844 0.925 -1.788  0.158

Summary:
structure (SMILES): C[C@@H](N)CNC=O
total charge: 0
E_LUMO: 0.98 eV
gap between HOMO and LUMO: 9.63 eV
2S+1: 1
HOMO: -8.7 eV

Which one sits at the bottom of the stability order? S does.

P | The following is a quantum chemistry calculation of a 3-piece molecular cluster, C6H18O3 overall, from the OMol25 dataset.

Last column: Mulliken charge in e.
Geometry (Å):
C 15.323 -10.992 12.118  -0.864
C 16.274 -9.843 11.816  -0.079
O 15.965 -8.676 12.545  -0.542
H 14.309 -10.737 11.814  0.274
H 15.322 -11.251 13.176  0.298
H 15.649 -11.858 11.534  0.237
H 16.193 -9.601 10.752  0.164
H 17.320 -10.159 11.910  0.209
H 16.324 -8.728 13.434  0.315
C 20.691 -12.620 4.130  -0.997
C 19.802 -13.217 5.230  -0.172
O 20.399 -13.137 6.508  -0.539
H 21.746 -12.614 4.395  0.288
H 20.394 -11.592 3.917  0.258
H 20.629 -13.232 3.225  0.312
H 19.630 -14.268 4.978  0.293
H 18.824 -12.723 5.217  0.222
H 20.044 -12.393 7.023  0.325
C 18.333 -12.777 9.336  -1.030
C 18.355 -11.265 9.132  0.059
O 19.202 -10.978 7.960  -0.551
H 18.073 -13.268 8.403  0.266
H 17.594 -12.985 10.112  0.278
H 19.324 -13.137 9.611  0.292
H 18.752 -10.671 9.954  0.197
H 17.352 -10.942 8.838  0.219
H 18.794 -10.244 7.495  0.267

Summary:
structure (SMILES): CCO.CCO.CCO
total charge: 0
E_LUMO: 0.59 eV
gap between HOMO and LUMO: 10.28 eV
2S+1: 1
HOMO: -9.7 eV

Q | The following is a quantum chemistry calculation of a 3-piece molecular cluster, C6H18O3 overall, from the OMol25 dataset.

Last column: Mulliken charge in e.
Geometry (Å):
C -1.164 0.135 -2.406  -0.893
C 0.070 -0.776 -2.494  0.077
O -0.409 -2.138 -2.502  -0.557
H -0.878 1.187 -2.405  0.330
H -1.788 -0.122 -1.550  0.110
H -1.842 -0.040 -3.241  0.346
H 0.595 -0.772 -1.539  0.014
H 0.804 -0.564 -3.272  0.286
H 0.338 -2.681 -2.241  0.306
C 1.409 1.898 0.435  -0.392
C 2.756 2.354 -0.052  -0.346
O 2.884 1.828 -1.346  -0.530
H 1.418 1.732 1.512  0.285
H 1.231 0.918 -0.009  -0.149
H 0.554 2.562 0.307  0.301
H 3.544 1.871 0.527  0.260
H 2.768 3.442 0.013  0.267
H 3.188 0.918 -1.328  0.289
C -2.223 -1.828 1.725  -0.879
C -1.780 -0.966 2.969  -0.295
O -0.707 -0.111 2.706  -0.475
H -1.331 -2.333 1.352  0.248
H -2.644 -1.324 0.855  0.199
H -2.913 -2.584 2.099  0.354
H -1.393 -1.652 3.722  0.285
H -2.617 -0.387 3.360  0.264
H 0.131 -0.568 2.803  0.294

Summary:
structure (SMILES): CCO.CCO.CCO
total charge: 0
E_LUMO: 0.56 eV
gap between HOMO and LUMO: 10.75 eV
2S+1: 1
HOMO: -10.2 eV

Which one sits at the bottom of the stability order? Q does.

P | The following is a quantum chemistry calculation of C6H18O3 as an isolated structure, from the OMol25 dataset.

Last column: Mulliken charge in e.
Geometry (Å):
C -0.329 0.297 0.566  -0.344
C -0.445 1.666 -0.149  -0.461
O -0.012 1.380 -1.495  -0.714
H -0.962 -0.406 0.026  -0.345
H -0.656 0.345 1.605  0.424
H 0.703 -0.043 0.657  -0.098
H 0.145 2.489 0.254  0.434
H -1.490 1.959 -0.044  0.254
H -0.465 0.602 -1.829  0.488
C -2.839 -0.471 -1.095  -0.946
C -2.049 -0.368 -2.400  -0.352
O -0.639 -0.557 -2.136  -0.525
H -2.554 -1.358 -0.529  0.316
H -3.912 -0.491 -1.284  0.406
H -2.697 0.360 -0.404  0.201
H -2.257 0.554 -2.944  0.319
H -2.375 -1.170 -3.061  0.356
H -0.597 -1.510 -2.032  0.383
C 2.078 0.407 1.889  -1.019
C 2.928 -0.833 1.376  -0.198
O 3.054 -1.715 2.386  -0.530
H 2.522 0.997 2.691  0.434
H 1.145 -0.094 2.148  0.509
H 1.877 1.061 1.041  0.211
H 3.921 -0.484 1.090  0.244
H 2.525 -1.376 0.521  0.230
H 3.378 -1.239 3.154  0.323

Summary:
total charge: 0
E_LUMO: 0.57 eV
gap between HOMO and LUMO: 9.58 eV
2S+1: 1
HOMO: -9.0 eV

Q | The following is a quantum chemistry calculation of a 3-piece molecular cluster, C6H18O3 overall, from the OMol25 dataset.

Last column: Mulliken charge in e.
Geometry (Å):
C 0.793 -0.944 4.477  -0.997
C 0.198 -1.655 5.664  -0.207
O 0.836 -2.936 5.876  -0.532
H 0.526 0.112 4.502  0.333
H 0.555 -1.330 3.486  0.287
H 1.868 -0.889 4.650  0.282
H -0.877 -1.791 5.550  0.269
H 0.276 -1.195 6.649  0.270
H 0.473 -3.320 6.678  0.295
C 2.847 1.480 -0.156  -0.974
C 1.430 2.078 -0.208  -0.194
O 0.797 1.621 -1.387  -0.520
H 3.311 1.526 0.829  0.316
H 3.463 1.987 -0.898  0.293
H 2.907 0.451 -0.510  0.292
H 1.564 3.147 -0.377  0.224
H 0.739 1.856 0.605  0.272
H 1.016 2.163 -2.149  0.291
C -2.395 -0.487 -5.728  -1.034
C -2.676 -0.409 -4.238  -0.154
O -3.016 0.948 -4.008  -0.507
H -3.294 -0.365 -6.332  0.308
H -2.245 -1.520 -6.043  0.351
H -1.466 0.017 -5.991  0.259
H -1.768 -0.618 -3.673  0.247
H -3.413 -1.168 -3.977  0.217
H -2.447 1.243 -3.293  0.312

Summary:
structure (SMILES): CCO.CCO.CCO
total charge: 0
E_LUMO: 0.66 eV
gap between HOMO and LUMO: 10.82 eV
2S+1: 1
HOMO: -10.2 eV

Which one sits at the bottom of the stability order? P does.

P | The following is a quantum chemistry calculation of the molecule C8H8N2O, from the OMol25 dataset.

Last column: Mulliken charge in e.
Geometry (Å):
C -0.394 -1.057 -3.007  0.003
C -0.398 -1.828 -0.687  -0.318
C -0.480 -1.627 0.786  -0.413
C -0.364 -0.826 -1.592  0.460
C -0.605 -0.456 1.370  0.295
C -0.800 0.481 2.246  -0.804
C 0.270 1.162 -0.337  0.632
C 1.625 0.945 0.132  -1.043
N -0.436 -1.357 -4.122  -0.436
N -0.468 0.461 -1.077  -0.591
O -0.236 2.383 -0.001  -0.453
H -0.813 -2.755 -1.012  0.409
H -0.173 -2.484 1.359  0.347
H -1.749 0.473 2.790  0.247
H -0.055 1.196 2.559  0.261
H 1.776 1.446 1.089  0.326
H 2.439 1.314 -0.403  0.360
H 1.868 -0.067 0.349  0.376
H -1.006 2.594 -0.441  0.342

Summary:
total charge: 0
E_LUMO: -0.07 eV
gap between HOMO and LUMO: 8.44 eV
2S+1: 1
HOMO: -8.5 eV

Q | The following is a quantum chemistry calculation of the molecule C8H8N2O, from the OMol25 dataset.

Last column: Mulliken charge in e.
Geometry (Å):
C -3.597 -2.044 2.257  -0.455
C -2.477 -1.462 2.299  -0.048
C 1.739 0.372 1.258  -0.506
C -0.341 -0.115 0.507  -0.296
C 0.928 0.363 0.139  0.495
C -1.220 -0.633 2.740  0.067
C -0.147 0.090 -2.993  -0.518
C 1.304 0.907 -1.221  -0.766
N 1.021 -0.020 2.327  -1.014
N -0.217 -0.304 1.884  0.748
O 1.140 0.061 -2.297  -0.332
H 2.740 0.704 1.354  0.489
H -1.242 -0.328 -0.141  0.279
H -1.098 -0.582 3.812  0.390
H -0.968 -0.174 -2.262  0.103
H -0.272 -0.710 -3.704  0.275
H -0.395 0.959 -3.524  0.309
H 0.802 1.840 -1.212  0.345
H 2.300 1.074 -1.226  0.434

Summary:
total charge: 0
E_LUMO (spin up / spin down): -2.13 / -2.12 eV
gap between HOMO and LUMO (spin up / spin down): 7.61 / 7.61 eV
2S+1: 1
HOMO (spin up / spin down): -9.7 / -9.7 eV

Which one sits at the bottom of the stability order? Q does.

P | The following is a quantum chemistry calculation of the molecule C2H3N3S2, from the OMol25 dataset.

Last column: Mulliken charge in e.
Geometry (Å):
C -0.211 -1.518 -0.451  -0.131
C 0.059 -0.119 -0.786  0.310
H 1.150 2.270 -0.755  0.141
H -0.475 -0.067 2.443  0.305
H -0.653 -2.244 -1.134  0.316
N -0.138 0.603 0.264  0.126
N -0.270 -0.261 1.333  -0.043
N -0.441 -1.531 0.848  -0.402
S 0.479 2.270 0.401  -0.064
S 0.499 0.597 -2.163  -0.559

Summary:
structure (SMILES): S=c1cn[nH]n1S
total charge: 0
E_LUMO: 0.06 eV
gap between HOMO and LUMO: 8.27 eV
2S+1: 1
HOMO: -8.2 eV

Q | The following is a quantum chemistry calculation of the molecule C2H3N3S2, from the OMol25 dataset.

Last column: Mulliken charge in e.
Geometry (Å):
C -1.199 -0.165 -0.404  0.460
C 1.611 0.611 0.583  0.035
H -2.795 -1.282 -0.143  0.265
H -0.854 0.917 -2.070  0.348
H 2.657 0.998 0.742  0.345
N -2.348 -0.627 -0.759  -0.637
N -0.468 0.899 -1.008  -0.411
N 0.980 0.165 1.632  -0.359
S 1.210 0.343 -1.149  -0.006
S -0.499 -0.742 1.233  -0.041

Summary:
structure (SMILES): [H]/N=C1/NSC=NS1
total charge: 0
E_LUMO: -0.29 eV
gap between HOMO and LUMO: 9.00 eV
2S+1: 1
HOMO: -9.3 eV

R | The following is a quantum chemistry calculation of the molecule C2H3N3S2, from the OMol25 dataset.

Last column: Mulliken charge in e.
Geometry (Å):
C -1.068 0.126 0.006  0.489
C 1.076 0.121 0.005  0.485
H -3.247 0.743 0.025  0.169
H 3.282 0.747 -0.001  0.174
H 0.007 -1.724 0.050  0.159
N -0.690 1.354 0.002  -0.394
N 0.685 1.353 -0.001  -0.402
N -0.004 -0.715 0.006  -0.127
S -2.733 -0.475 -0.007  -0.272
S 2.731 -0.475 -0.005  -0.281

Summary:
structure (SMILES): Sc1nnc(S)[nH]1
total charge: 0
E_LUMO: 0.44 eV
gap between HOMO and LUMO: 9.14 eV
2S+1: 1
HOMO: -8.7 eV

Which one sits at the bottom of the stability order? P does.